# 1
Formula: C22H47BBeClF12N6O11P2S
Source: the Open Molecules 2025 dataset
Level of theory: wB97M-V/def2-TZVPD

Structure (ORCA input):
```
! wB97M-V def2-TZVPD RIJCOSX def2/J DEFGRID3
* xyz 1 1
C -3.3577 -0.4630 1.2951
C -1.7743 -0.2669 1.5093
C -0.9455 -1.4209 0.6983
C 0.3667 -1.7120 1.6095
C -0.4676 -0.7159 -0.6716
C -1.4497 -0.2814 -1.7775
C -0.9664 0.3981 -3.0734
P -2.1282 0.9470 -4.4549
N -2.6152 2.4288 -4.0670
O -3.5282 -0.0095 -4.5453
O -1.4091 1.0784 -5.9935
C 0.6140 0.6127 -3.0765
Cl 1.4125 1.4197 -4.5246
N 1.2973 0.1575 -1.9226
C 2.7953 0.4333 -1.9482
C 2.9629 1.9933 -1.6058
C 3.7739 2.2559 -0.2519
F 4.9761 1.4768 -0.4110
F 3.1423 1.6652 0.8845
C 4.2684 3.7469 -0.0221
F 5.0060 3.8030 1.1778
F 5.2169 4.0659 -1.0651
S 2.9859 5.0924 0.0033
F 2.7691 5.0850 -1.6458
F 1.7112 4.0761 0.3060
F 3.2213 5.2906 1.6642
F 4.2230 6.2252 -0.2029
F 1.9235 6.3685 0.0777
N 0.9051 -0.4557 -0.8266
H -3.7220 0.4093 0.6482
H -3.5198 -1.4075 0.6818
H -3.8697 -0.5041 2.3073
H -1.4370 0.7615 1.1289
H -1.4649 -0.3076 2.6179
H -1.5779 -2.3479 0.5250
H 1.0396 -2.5125 1.1601
H 0.0739 -2.0010 2.6758
H 0.9728 -0.7362 1.7118
H -2.5596 -0.5017 -1.6174
H -3.6374 2.4450 -3.9394
H -4.1364 0.3364 -3.8439
H -1.2409 0.2015 -6.4196
H 3.2666 0.1288 -2.9435
H 3.3113 -0.2237 -1.1545
H 1.9699 2.5508 -1.6651
H 3.6141 2.4379 -2.4485
F 5.3173 0.8828 1.7126
C -2.0778 4.6302 -8.4609
C -0.8822 4.8437 -7.5539
O -1.2146 4.5019 -6.2121
H -2.9235 5.2372 -8.1292
H -1.8372 4.8948 -9.4932
H -2.4037 3.5862 -8.4323
H -0.5738 5.8913 -7.5687
H -0.0338 4.2289 -7.8744
H -1.4784 3.5704 -6.2049
B -4.8612 -2.5687 -8.1259
O -5.0127 -3.3185 -6.8654
C -5.7106 -2.5526 -6.0305
O -6.0091 -2.8711 -4.9038
C -6.0444 -1.2868 -6.6869
O -6.6675 -0.3746 -6.1984
O -5.5500 -1.2805 -7.9225
F -5.4628 -3.2859 -9.2013
F -3.4628 -2.3444 -8.4009
O 0.2303 -4.0635 5.1650
P 0.7530 -3.1411 6.2812
N 1.3905 -4.4415 7.2177
C 1.4919 -4.5079 8.6719
C 2.6182 -5.0085 6.6496
N -0.8651 -2.7742 6.8005
C -1.5816 -3.6374 7.7345
C -1.7840 -2.4535 5.7047
N 1.3812 -2.0188 7.5098
C 0.5571 -1.0374 8.2039
C 2.5218 -1.2859 6.9214
H 2.3122 -3.8989 9.0656
H 1.6698 -5.5402 8.9884
H 0.5809 -4.2081 9.1806
H 3.4823 -4.3662 6.8542
H 2.5381 -5.1280 5.5685
H 2.8216 -6.0024 7.0609
H -1.5278 -4.6934 7.4519
H -2.6342 -3.3549 7.8110
H -1.2048 -3.5153 8.7505
H -2.1723 -3.3521 5.2155
H -1.2841 -1.8415 4.9431
H -2.6333 -1.8657 6.0680
H -0.0033 -0.3999 7.5084
H 1.1784 -0.3839 8.8262
H -0.1341 -1.5118 8.9044
H 2.1809 -0.5769 6.1582
H 3.2237 -1.9813 6.4486
H 3.0841 -0.7443 7.6851
O 0.0443 -1.9086 -6.8741
H 0.0034 -1.2854 -7.6378
H 0.5950 -1.5473 -6.1427
H 0.3495 -2.8033 -7.1574
Be 7.0362 3.8740 -2.4107
O 2.4641 4.3594 -6.1320
H 2.7218 4.1254 -5.2326
H 1.6914 4.9281 -6.0131
O 0.6689 1.4456 6.8708
H 1.1107 2.1382 7.3685
*
```

Calculated values
lowest unoccupied orbital energy = -8.167 eV
HOMO-LUMO gap = 1.41 eV
energy = -130634.2314 eV
molar mass = 948.9 g/mol

=====

# 2
Formula: C2H7O2PS
Source: the Open Molecules 2025 dataset
Level of theory: wB97M-V/def2-TZVPD

Structure (ORCA input):
```
! wB97M-V def2-TZVPD RIJCOSX def2/J DEFGRID3
* xyz 0 3
C 2.2992 1.3682 -0.2617
C -1.7399 0.8369 1.2661
O 1.2316 0.9439 0.0914
O -1.4036 0.2133 0.0553
P -0.4686 -1.0600 -0.1589
S -0.4101 -2.1102 1.4649
H 3.0306 0.6745 -0.7191
H 0.3565 -3.0837 -3.5836
H 2.5779 2.4036 0.0151
H -2.7840 0.8428 1.4045
H -1.5777 1.8607 1.1647
H -1.1543 0.2644 2.0149
H 0.0423 -3.1543 -2.7537
*
```

Calculated values
lowest unoccupied orbital energy (spin up / spin down) = -0.280 / -2.946 eV
HOMO-LUMO gap (spin up / spin down) = 6.73 / 6.22 eV
energy = -26400.9840 eV
molar mass = 126.1 g/mol

=====

# 3
Formula: C2H2FNO2
Source: the Open Molecules 2025 dataset
Level of theory: wB97M-V/def2-TZVPD

Structure (ORCA input):
```
! wB97M-V def2-TZVPD RIJCOSX def2/J DEFGRID3
* xyz 0 1
O -0.0207 -2.7878 2.5425
C 0.9024 -2.0811 2.5849
O 1.9151 -1.5526 2.8699
C -1.0929 0.1383 1.9350
N -0.2569 -0.3479 1.1885
F 0.7542 0.4903 0.7095
H -1.0695 1.0566 2.4749
H -1.8793 -0.5534 2.1004
*
```

Calculated values
lowest unoccupied orbital energy = 0.607 eV
HOMO-LUMO gap = 12.11 eV
energy = -10406.8110 eV
molar mass = 91.0 g/mol

=====

# 4
Formula: C2H8N4
Source: the Open Molecules 2025 dataset
Level of theory: wB97M-V/def2-TZVPD

Structure (ORCA input):
```
! wB97M-V def2-TZVPD RIJCOSX def2/J DEFGRID3
* xyz 2 1
N -2.3214 0.2862 0.2442
N -1.3568 -0.5422 -0.3295
C 0.0165 0.3083 -0.4613
N 0.4872 1.3181 0.0508
C 1.4522 0.2598 -0.6339
N 2.1257 -0.5161 0.4043
H -3.2907 -0.0613 0.2597
H -2.5191 1.2106 -0.2076
H -2.1934 0.1809 1.2531
H -1.5432 -1.0145 -1.1478
H 1.9860 0.6587 -1.6049
H 1.9504 -0.1881 1.4262
H 3.1413 -0.3808 0.3229
H 2.0655 -1.5195 0.4238
*
```

Calculated values
lowest unoccupied orbital energy = -7.933 eV
HOMO-LUMO gap = 12.33 eV
energy = -8141.9511 eV
molar mass = 88.1 g/mol

=====

# 5
Formula: C28H26BIrN5O2PS
Source: the Open Molecules 2025 dataset
Level of theory: wB97M-V/def2-TZVPD

Structure (ORCA input):
```
! wB97M-V def2-TZVPD RIJCOSX def2/J DEFGRID3
* xyz 0 1
Ir -0.1794 -0.0889 -0.1010
O -0.6862 -1.3581 3.8015
C -1.0355 -1.2400 2.6470
O -0.8938 -0.2440 1.8928
C -1.8049 -2.4953 2.0683
P -1.9771 -2.7797 0.2638
C -2.7519 -1.2544 -0.4083
C -3.5527 -0.4184 0.3696
C -4.1230 0.7118 -0.1874
C -3.9512 0.9956 -1.5311
C -3.2299 0.1252 -2.3298
C -2.6416 -0.9962 -1.7800
C -0.2617 -2.5417 -0.3906
C -0.0287 -3.0584 -1.6794
C 1.2359 -3.0875 -2.2216
C 2.3230 -2.6216 -1.4863
C 2.1368 -2.1787 -0.1958
C 0.8521 -2.1179 0.3692
H -2.8096 -2.4340 2.4995
H -1.3408 -3.3915 2.4959
H -3.6961 -0.6235 1.4199
H -4.6897 1.3838 0.4377
H -4.3734 1.8923 -1.9529
H -3.1146 0.3203 -3.3843
H -2.0914 -1.6649 -2.4246
H -0.8597 -3.4682 -2.2378
H 1.3907 -3.5017 -3.2060
H 3.3146 -2.6454 -1.9124
H 2.9832 -1.8862 0.4087
H 0.7911 -1.9894 1.4445
S 0.3463 0.0715 -2.4048
C 1.8517 1.0450 -2.3291
N 2.2920 1.6598 -3.4041
N 1.6299 1.5280 -4.5403
C 1.7061 2.4581 -5.5382
C 0.9238 2.3042 -6.6902
C 0.9777 3.2589 -7.6831
C 1.8027 4.3674 -7.5444
C 2.5709 4.5271 -6.3985
C 2.5316 3.5822 -5.3977
N 2.5098 1.1654 -1.2083
N 2.0127 0.8212 -0.0605
C 2.8097 0.6995 1.0325
C 2.2253 0.7078 2.3122
C 3.0096 0.5660 3.4355
C 4.3834 0.3892 3.3198
C 4.9679 0.3455 2.0605
C 4.2043 0.5124 0.9280
H 0.8674 0.8440 -4.5759
H 0.2792 1.4406 -6.7819
H 0.3726 3.1469 -8.5711
H 1.8448 5.1045 -8.3294
H 3.1962 5.4007 -6.2891
H 3.0962 3.6772 -4.4847
H 1.1556 0.8329 2.3979
H 2.5525 0.5871 4.4133
H 4.9969 0.2856 4.2019
H 6.0311 0.1735 1.9624
H 4.6503 0.4859 -0.0541
B -2.1127 4.0620 0.0808
C -1.4091 2.7093 0.0383
N -0.8720 1.6857 -0.0815
H -2.5585 4.2548 -1.0066
H -2.9264 4.0721 0.9543
H -1.2786 4.8865 0.3256
*
```

Calculated values
lowest unoccupied orbital energy (spin up / spin down) = -2.169 / -2.158 eV
HOMO-LUMO gap (spin up / spin down) = 6.02 / 5.89 eV
energy = -64639.5567 eV
molar mass = 730.6 g/mol

=====

# 6
Formula: C30H63F6N7O12P
Source: the Open Molecules 2025 dataset
Level of theory: wB97M-V/def2-TZVPD

Structure (ORCA input):
```
! wB97M-V def2-TZVPD RIJCOSX def2/J DEFGRID3
* xyz -1 1
P -2.0198 13.1192 2.6275
F -3.0838 14.3792 2.6801
F -2.3786 12.7887 1.0734
F -0.8992 14.2226 2.1757
F -0.8194 11.9793 2.7630
F -1.6269 13.4547 4.1944
F -3.0399 12.0987 3.1922
O -3.3728 17.3676 6.5573
C -2.5495 17.6763 5.7410
N -2.0742 18.8801 5.7986
C -1.9525 16.7340 4.6891
H -2.5310 19.4530 6.4937
H -1.4051 19.2897 5.1625
H -2.0685 17.1268 3.6790
H -2.4909 15.7872 4.7316
H -0.9113 16.5450 4.9504
O 1.4347 14.3570 -2.4626
C 0.6558 14.1486 -1.5064
N 1.0241 13.2810 -0.5570
C -0.6922 14.8569 -1.2877
H 1.8699 12.7312 -0.6054
H 0.4978 13.2903 0.3051
H -1.4387 14.4796 -1.9867
H -0.5296 15.8999 -1.5593
H -0.9048 14.8045 -0.2199
O -2.5291 7.6001 3.2185
C -2.6987 8.2046 4.2913
N -2.0521 9.3347 4.5918
C -3.6939 7.6723 5.3382
H -1.4721 9.7413 3.8719
H -2.2120 9.8065 5.4704
H -4.6075 8.2471 5.4897
H -3.2692 7.5730 6.3371
H -4.0305 6.6757 5.0526
O -2.9880 18.7040 1.0189
C -3.3691 17.6142 1.3733
N -2.6618 16.5817 1.1546
C -4.7080 17.3894 1.9631
H -2.8216 15.6929 1.6069
H -1.8027 16.8019 0.6715
H -4.7287 17.6985 3.0081
H -5.0769 16.3637 1.9612
H -5.4584 17.9351 1.3911
O -4.1364 13.0250 8.0208
C -3.8631 12.9488 6.8148
N -3.1685 11.9928 6.2725
C -4.4068 14.0012 5.8569
H -2.9834 11.1394 6.7800
H -2.9806 11.9837 5.2802
H -3.9719 14.0600 4.8592
H -4.3427 15.0559 6.1244
H -5.4635 13.7774 5.7109
O 0.7642 13.7130 8.9099
C -0.1722 14.4679 8.7837
N -0.6063 15.1486 9.8360
C -0.7255 14.9029 7.4376
H -0.3497 14.8908 10.7782
H -1.3486 15.8180 9.6915
H -1.7598 15.2431 7.4902
H -0.5891 14.1412 6.6700
H -0.0784 15.6946 7.0601
C -6.2870 12.1386 3.0299
C -5.7797 10.7740 2.6485
N -5.9802 10.6124 1.1920
C -5.2448 11.4734 0.1820
C -6.2633 11.5749 -0.9947
C -5.6372 9.1938 0.8950
C -6.8090 8.2141 1.1909
H -5.5792 12.9474 2.8481
H -6.5928 12.1411 4.0761
H -7.0931 12.3952 2.3426
H -4.7758 10.6451 3.0530
H -6.3495 9.9859 3.1408
H -5.0922 12.4645 0.6094
H -4.2630 11.0578 -0.0447
H -6.1234 12.3672 -1.7301
H -6.3963 10.7018 -1.6336
H -7.2342 11.7951 -0.5509
H -4.7062 8.9619 1.4122
H -5.4263 9.0617 -0.1662
H -6.5375 7.2755 0.7079
H -7.7744 8.5335 0.7984
H -6.9542 7.9202 2.2305
O 3.4982 14.8170 6.8488
C 2.8594 14.1527 6.0404
O 2.0972 14.8054 5.1692
C 1.7094 13.9281 4.2215
C 1.5478 12.6536 4.9097
C 2.7203 12.6298 5.9031
H 2.4235 13.9877 3.4001
H 0.7608 14.2638 3.8024
H 1.7300 11.7773 4.2874
H 0.5341 12.6763 5.3096
H 3.6540 12.2910 5.4543
H 2.3534 12.0677 6.7618
O -1.3586 9.1013 -3.1901
C -1.0882 9.3393 -2.0383
O -2.0530 9.1271 -1.1286
C -1.6063 9.3089 0.1935
C -0.4302 10.3207 0.0711
C 0.1048 10.0029 -1.3985
H -1.2594 8.4033 0.6911
H -2.4103 9.7143 0.8077
H 0.2533 10.1675 0.9063
H -0.8023 11.3452 0.0844
H 1.0175 9.4142 -1.3062
H 0.2839 10.9346 -1.9352
O -0.2390 20.0893 3.7374
C 0.4950 19.3031 3.1345
O 0.5534 18.0212 3.4208
C 1.4603 17.3728 2.5458
C 1.4378 18.2622 1.2432
C 1.4239 19.5760 1.9366
H 0.9970 16.4086 2.3362
H 2.4361 17.2000 2.9997
H 0.5739 18.0393 0.6170
H 2.3954 18.1840 0.7285
H 0.9361 20.4023 1.4195
H 2.3895 19.9942 2.2208
*
```

Calculated values
lowest unoccupied orbital energy = 2.076 eV
HOMO-LUMO gap = 8.63 eV
energy = -92738.4447 eV
molar mass = 858.8 g/mol

=====

# 7
Formula: C2H2FOP
Source: the Open Molecules 2025 dataset
Level of theory: wB97M-V/def2-TZVPD

Structure (ORCA input):
```
! wB97M-V def2-TZVPD RIJCOSX def2/J DEFGRID3
* xyz 0 1
C -0.2314 0.0649 -0.0809
C 1.0989 -0.4439 -0.0314
O 1.5325 -1.5401 -0.1274
F 1.9764 0.6079 0.2198
P -0.8200 1.5972 -0.1816
H -1.3669 -1.6152 0.2326
H -2.1895 1.3291 -0.0311
*
```

Calculated values
lowest unoccupied orbital energy (spin up / spin down) = -1.578 / -1.539 eV
HOMO-LUMO gap (spin up / spin down) = 8.87 / 8.45 eV
energy = -16155.0202 eV
molar mass = 92.0 g/mol

=====

# 8
Formula: C22H73N5O12
Source: the Open Molecules 2025 dataset
Level of theory: wB97M-V/def2-TZVPD

Structure (ORCA input):
```
! wB97M-V def2-TZVPD RIJCOSX def2/J DEFGRID3
* xyz 0 1
C -2.0533 1.3436 -2.6125
O -1.5681 2.6029 -3.0211
C -1.3511 3.5111 -1.9682
C -0.5119 4.6659 -2.4913
C -0.2132 5.6906 -1.4032
N -1.2430 5.3308 -3.5850
H -2.1555 0.7578 -3.5288
H -3.0409 1.4259 -2.1567
H -1.3515 0.7440 -2.0240
H -2.3362 3.8618 -1.6236
H -0.8397 3.0868 -1.0933
H 0.4297 4.3066 -2.9243
H 0.6092 6.3417 -1.6915
H -0.0446 5.2249 -0.4282
H -1.1146 6.2849 -1.2355
H -1.6345 4.5954 -4.1673
H -0.6539 5.9055 -4.1718
C 4.0183 -7.1397 1.1218
O 3.7482 -5.9860 1.8946
C 2.7991 -5.1109 1.3462
C 2.3742 -4.1223 2.4252
C 1.6892 -4.8205 3.5882
N 1.4972 -3.0597 1.8622
H 5.0153 -7.1198 0.6730
H 3.3169 -7.2602 0.2946
H 3.9908 -7.9749 1.8199
H 3.0909 -4.5836 0.4300
H 1.8944 -5.6914 1.1069
H 3.2418 -3.5634 2.8099
H 2.3001 -5.6158 4.0099
H 0.7965 -5.2729 3.1411
H 1.3826 -4.1467 4.3856
H 1.2330 -2.4793 2.6581
H 2.1372 -2.4533 1.3507
C -0.0921 -2.6749 -1.5525
O -0.8957 -2.4145 -2.6834
C -0.1484 -1.8177 -3.7212
C -0.9572 -1.6419 -4.9923
C -1.5162 -2.9221 -5.6401
N -0.2259 -0.9028 -5.9831
H -0.7433 -3.0559 -0.7701
H 0.3726 -1.7563 -1.1707
H 0.6885 -3.3943 -1.8254
H 0.2694 -0.8749 -3.3506
H 0.6890 -2.4990 -3.9215
H -1.8932 -1.1638 -4.6400
H -2.2050 -3.4103 -4.9489
H -0.6984 -3.6425 -5.7545
H -1.9602 -2.6877 -6.6019
H -0.8086 -0.5497 -6.7338
H 0.1873 -0.0443 -5.6186
C -5.6355 2.3280 1.8556
O -4.5729 3.1931 2.1808
C -4.3360 3.3787 3.5504
C -3.5646 2.2017 4.2111
C -3.1293 2.5981 5.6153
N -2.4507 1.7460 3.3752
H -5.6203 2.2658 0.7679
H -6.5876 2.7550 2.1922
H -5.5388 1.3178 2.2661
H -3.7397 4.2858 3.6867
H -5.2811 3.5364 4.0886
H -4.3357 1.4262 4.3107
H -2.5091 3.4925 5.6453
H -2.6350 1.7429 6.0757
H -4.0460 2.7768 6.1843
H -2.8595 1.8545 2.4408
H -1.7477 2.4955 3.3764
C 3.3217 -2.3035 -4.0605
O 2.8682 -1.4388 -3.0488
C 3.0558 -0.0678 -3.3194
C 2.4957 0.8197 -2.2010
C 2.6230 2.2965 -2.6062
N 3.1828 0.6740 -0.9189
H 2.7135 -2.3123 -4.9698
H 3.2799 -3.3118 -3.6408
H 4.3816 -2.0790 -4.2430
H 4.1513 0.0738 -3.3775
H 2.6603 0.2217 -4.3022
H 1.4686 0.4505 -2.1141
H 3.6822 2.5309 -2.7105
H 2.2085 2.8648 -1.7730
H 2.0472 2.5375 -3.4973
H 3.2139 -0.3178 -0.6927
H 4.1386 1.0004 -1.0248
C 0.3298 0.6134 1.0589
O 1.0674 1.7883 0.7849
H -0.6606 0.8969 1.4160
H 0.0943 0.0456 0.1485
H 0.8225 -0.0606 1.7585
H 1.8404 1.5439 0.2438
C -3.5993 -0.1968 0.5366
O -3.8936 -0.5705 -0.8139
H -4.3717 -0.6408 1.1676
H -2.6066 -0.5782 0.7738
H -3.5370 0.8930 0.6191
H -4.8263 -0.4014 -0.9685
O 3.7879 -0.3289 3.0767
H 3.0818 -0.8758 3.4629
H 4.2578 -0.9139 2.4726
O 0.0166 3.2963 2.8986
H 0.4382 2.9003 2.1087
H 0.7409 3.4821 3.5066
O 1.3920 -1.2725 4.3661
H 1.5368 -1.8211 5.1456
H 0.4641 -0.9412 4.4538
O 3.1735 2.3811 4.0768
H 4.0410 2.3137 3.6690
H 2.8407 1.4779 4.0610
O -1.2350 -0.7362 3.9446
H -1.6275 0.1192 3.6158
H -1.9866 -1.2749 4.2107
*
```

Calculated values
lowest unoccupied orbital energy = 0.392 eV
HOMO-LUMO gap = 9.29 eV
energy = -56016.1188 eV
molar mass = 599.8 g/mol